#1
This record from OMol25 describes a molecular structure, C5H3N3. The level of theory is ωB97M-V/def2-TZVPD.

As for the HOMO energy: -0.3856 Eh. The orbital gap comes out at 8.81 eV.

Each line ends with the Mulliken charge.
Atoms and positions in Å:
C 1.34707 -0.25027 -0.00329  0.47
C 0.12078 -1.02825 0.09452  -0.35
C -0.63531 0.01987 -0.13519  0.60
C 0.01666 1.44033 -0.13492  -0.31
C -2.03574 -0.15634 0.08080  0.11
H 3.26247 -0.29423 -0.08584  0.29
H -0.17775 -2.19155 0.03422  0.34
H -0.25994 2.51194 0.00317  0.37
N 2.51460 -0.89342 -0.06737  -0.60
N 1.31083 1.17673 0.17298  -0.44
N -3.21193 -0.30877 -0.01462  -0.48

***

#2
This record from OMol25 describes a single C5H3N3 molecule. The level of theory is ωB97M-V/def2-TZVPD.

As for the SMILES: N#Cc1ccnnc1. As for the HOMO energy: -0.3732 Eh. The orbital gap comes out at 9.37 eV.

Each line ends with the Mulliken charge.
Atoms and positions in Å:
N 3.14331 0.00527 0.09643  -0.40
C 1.99283 0.03454 -0.04517  0.05
C 0.56427 0.04800 -0.09377  0.63
C -0.16375 1.24211 -0.06478  -0.21
C -1.55188 1.06192 0.05900  -0.31
N -2.17089 -0.12624 0.02981  -0.42
N -1.41404 -1.22966 0.01059  -0.38
C -0.10234 -1.15329 -0.03793  -0.21
H 0.37272 2.21217 -0.04455  0.39
H -2.18070 1.94041 0.11799  0.41
H 0.46446 -2.09784 0.06466  0.44

***

#3
This record from OMol25 describes a single C5H3N3 molecule. The level of theory is ωB97M-V/def2-TZVPD.

As for the SMILES: C#CNC#CNC#N. As for the HOMO energy: -0.3293 Eh. The orbital gap comes out at 9.46 eV.

Each line ends with the Mulliken charge.
Atoms and positions in Å:
C -2.15427 -0.16659 -1.54121  -0.44
C -1.54849 -0.58481 -0.58797  -0.01
N -0.69086 -0.76073 0.47295  -0.34
C 0.51123 -0.21735 0.60652  0.26
C 1.54891 0.39165 0.56342  -0.09
N 2.86080 0.70807 0.69873  -0.29
C 3.85470 0.17925 -0.02480  0.33
N 4.79169 -0.24486 -0.55596  -0.39
H -2.81945 -0.07529 -2.31685  0.43
H -1.02041 -1.22023 1.29133  0.25
H 3.20492 1.54049 1.18049  0.27

***

#4
This record from OMol25 describes a single C5H3N3 molecule. The level of theory is ωB97M-V/def2-TZVPD.

As for the SMILES: N#C/C=C1\C=NC=N1. As for the HOMO energy: -0.3889 Eh. The orbital gap comes out at 8.71 eV.

Each line ends with the Mulliken charge.
Atoms and positions in Å:
N 3.31289 0.60153 0.02915  -0.42
C 2.34929 -0.08046 0.02918  0.24
C 1.21720 -0.89255 -0.09896  -0.17
C 0.00944 -0.30202 -0.10181  0.45
C -0.35744 1.14103 -0.13001  -0.25
N -1.67289 1.21634 0.01079  -0.49
C -2.09520 -0.18940 0.01142  -0.05
N -1.18261 -1.10342 -0.02236  -0.51
H 1.26068 -1.95957 0.04690  0.41
H 0.30498 1.94541 -0.03192  0.44
H -3.14632 -0.37688 0.25761  0.35

***

Most stable pick: #2. Distance to second place: 0.0090 hartree.

***

#1
This record from OMol25 describes a molecular structure, C27H26F5IrN6O7S2Se. The level of theory is ωB97M-V/def2-TZVPD.

Its spin multiplicity is 2. As for the HOMO energy (spin up / spin down): -0.3782 / -0.3779 Eh. The orbital gap (spin up / spin down) comes out at 4.54 / 4.36 eV. As for the expectation value of S²: 0.78. Its total charge is +1.

Each line ends with the Mulliken spin population.
Atoms and positions in Å:
Ir 0.21619 -0.20369 -1.39214  -0.04
C 2.61996 -2.23367 -2.72368  0.00
O 1.23107 -2.19761 -2.44922  0.00
C 0.44599 -2.84836 -3.43056  0.00
C -1.00734 -2.81944 -2.96289  0.00
O -1.48239 -1.50307 -2.73987  -0.01
C -2.07852 -0.88549 -3.87303  0.00
H 2.98433 -3.26638 -2.70555  0.00
H 3.12118 -1.64612 -1.95570  0.00
H 2.84258 -1.79568 -3.70101  0.00
H 0.76208 -3.89351 -3.53869  0.00
H 0.55862 -2.34558 -4.39897  0.00
H -1.07674 -3.31394 -1.98823  0.00
H -1.64995 -3.33712 -3.68099  0.00
H -1.38734 -0.82103 -4.71643  0.00
H -2.36405 0.11586 -3.56163  0.00
H -2.97075 -1.43638 -4.18439  0.00
N 2.69026 6.19177 2.05064  0.00
C 2.93613 4.95560 1.56299  0.00
C 3.87481 4.76207 0.53327  0.00
C 4.08622 3.50830 0.00401  0.00
C 3.38281 2.43087 0.51633  0.00
C 2.44356 2.59774 1.52146  0.00
C 2.22175 3.84661 2.05227  0.00
S 3.53694 0.80853 -0.17305  0.00
O 4.75639 0.58890 -0.87964  0.00
O 3.18419 -0.15681 0.84947  0.00
N 2.23853 0.76760 -1.20917  0.00
C 2.30398 1.36280 -2.39604  0.00
N 3.29587 2.17883 -2.74272  0.00
C 3.29348 2.65800 -3.96730  0.00
C 2.27223 2.39895 -4.87801  0.00
C 1.24255 1.59033 -4.41973  0.00
N 1.25733 1.06311 -3.20902  -0.01
H 3.25648 6.97098 1.76607  0.00
H 2.08765 6.30600 2.84615  0.00
H 4.43418 5.60729 0.16456  0.00
H 4.79696 3.33731 -0.78692  0.00
H 1.92806 1.72784 1.89364  0.00
H 1.50971 3.98212 2.85184  0.00
H 4.13649 3.28280 -4.23156  0.00
H 2.28089 2.81185 -5.87339  0.00
H 0.39314 1.35007 -5.04718  0.00
N -1.34000 2.22761 -0.25066  0.00
C -1.04222 1.21168 -0.73486  0.00
H -1.65207 3.06397 0.19213  0.00
N 0.95426 -1.58115 0.39914  0.03
C 0.18674 -1.74657 1.55978  0.00
C -0.19187 -0.60781 2.27514  0.00
C -0.97235 -0.71537 3.40932  0.00
C -1.32391 -1.97921 3.81700  0.01
C -0.98665 -3.12566 3.14883  0.01
C -0.22781 -3.00795 1.99285  0.02
S -2.48636 -2.13310 5.24074  0.00
O -2.15407 -0.99141 6.04460  0.00
O -3.68667 -2.00648 4.41619  0.01
O -2.20483 -3.44016 5.75642  0.00
H 1.24132 -2.47196 0.00260  0.00
H 1.80748 -1.02190 0.60730  0.00
H 0.12190 0.35605 1.90591  0.00
H -1.29209 0.15102 3.96409  0.00
H -1.29393 -4.08073 3.54084  0.00
H 0.05451 -3.89501 1.44540  0.00
F -6.80944 -0.91015 4.09054  0.01
C -5.85893 -1.14999 3.20630  0.14
C -5.74441 -2.41255 2.61719  -0.03
F -6.58145 -3.38238 2.95723  0.00
C -4.75845 -2.63425 1.67013  0.08
F -4.62325 -3.82904 1.09277  0.01
C -3.87850 -1.62325 1.27735  -0.02
Se -2.65425 -1.92554 -0.09851  0.75
C -4.00045 -0.37856 1.89318  0.05
F -3.14792 0.59660 1.53367  0.01
C -4.97772 -0.12987 2.83860  -0.02
F -5.08212 1.07485 3.39279  0.00

***

#2
This record from OMol25 describes a molecular structure, C27H26F5IrN6O7S2Se. The level of theory is ωB97M-V/def2-TZVPD.

Its spin multiplicity is 2. As for the HOMO energy (spin up / spin down): -0.3478 / -0.3478 Eh. The orbital gap (spin up / spin down) comes out at 2.23 / 2.28 eV. As for the expectation value of S²: 0.77. Its total charge is +1.

Each line ends with the Mulliken spin population.
Atoms and positions in Å:
Ir 0.24890 -0.13570 -0.32620  0.73
C -0.13860 1.87350 2.39750  0.00
O -0.05770 1.98730 0.98600  0.01
C -1.15670 2.68120 0.41900  0.00
C -0.84570 2.97450 -1.04440  0.00
O -0.62850 1.75260 -1.72990  0.02
C -0.44370 1.92830 -3.12480  0.00
H -0.27300 2.86120 2.84750  0.00
H 0.80800 1.45180 2.73010  0.00
H -0.95420 1.21620 2.71050  0.00
H -1.31430 3.63180 0.94700  0.00
H -2.07290 2.07760 0.49370  0.00
H 0.04860 3.60650 -1.12750  0.00
H -1.69540 3.50140 -1.49570  0.00
H -1.34090 2.36640 -3.56970  0.00
H -0.27450 0.93950 -3.54280  0.00
H 0.41650 2.56840 -3.33580  0.00
N -3.82340 -7.04370 2.02070  0.00
C -3.46920 -5.74480 2.03750  0.00
C -4.33020 -4.75480 1.53960  0.00
C -3.94930 -3.43160 1.54520  0.00
C -2.71730 -3.07090 2.06810  0.00
C -1.86490 -4.03260 2.58740  0.00
C -2.22920 -5.35770 2.57110  0.00
S -2.21080 -1.36320 2.07200  0.00
O -3.07940 -0.66920 1.11670  0.00
O -2.18770 -0.78000 3.37610  0.00
N -0.71990 -1.29400 1.38200  0.00
C 0.38200 -1.56360 2.07310  -0.02
N 0.39080 -2.16170 3.26330  0.00
C 1.55520 -2.43030 3.81200  0.00
C 2.76650 -2.13500 3.19180  0.01
C 2.68000 -1.50460 1.96310  0.01
N 1.51320 -1.20070 1.41800  0.13
H -4.71840 -7.32980 1.67240  0.00
H -3.19860 -7.73810 2.38760  0.00
H -5.30100 -5.04410 1.17120  0.00
H -4.61100 -2.66950 1.16900  0.00
H -0.92700 -3.72680 3.02050  0.00
H -1.57490 -6.10790 2.98870  0.00
H 1.50970 -2.92430 4.77390  0.00
H 3.71480 -2.39020 3.63130  0.00
H 3.56980 -1.25270 1.39840  0.00
N 0.51480 -2.61160 -2.16060  -0.02
C 0.61670 -1.53000 -1.73870  0.00
H 0.32970 -3.56810 -2.37420  0.00
N 2.36020 1.14030 -0.49250  0.06
C 2.97060 1.44770 -1.73130  0.00
C 3.37320 2.74630 -2.03210  0.00
C 4.02180 3.01330 -3.23030  0.00
C 4.20230 1.97590 -4.10510  0.00
C 3.80340 0.68630 -3.86030  -0.01
C 3.18130 0.42330 -2.65380  0.00
S 5.21630 2.26260 -5.64510  0.00
O 6.46310 1.89480 -5.00840  0.00
O 4.99300 3.65730 -5.90600  0.00
O 4.63480 1.31020 -6.55100  0.00
H 2.89460 0.44840 0.02520  0.00
H 2.23020 1.97220 0.07670  0.00
H 3.21810 3.54340 -1.32070  0.00
H 4.38820 3.99670 -3.46890  0.00
H 3.98210 -0.07980 -4.59430  0.00
H 2.84060 -0.57070 -2.41160  0.00
F -6.14430 -4.80980 -2.65210  0.00
C -5.34680 -3.80850 -2.29860  0.01
C -5.80110 -2.48970 -2.36830  0.00
F -7.03340 -2.23360 -2.79020  0.00
C -4.95130 -1.45590 -2.00460  0.01
F -5.37280 -0.19650 -2.07740  0.00
C -3.64200 -1.68400 -1.57160  0.00
Se -2.56210 -0.19010 -1.19640  0.02
C -3.22090 -3.00850 -1.49400  0.00
F -1.97130 -3.27600 -1.07850  0.00
C -4.04840 -4.06200 -1.85730  0.00
F -3.58630 -5.31390 -1.79520  0.00

***

Most stable pick: #1. Distance to second place: 0.0715 hartree.

***

#1
This record from OMol25 describes 3 unconnected molecules or ions with the total composition C4H14NO3. The level of theory is ωB97M-V/def2-TZVPD.

As for the HOMO energy: -0.1694 Eh. The orbital gap comes out at 8.36 eV. Its total charge is -1.

Each line ends with the Mulliken charge.
Atoms and positions in Å:
C 1.48785 0.00050 -2.57244  -1.64
C 1.10204 -0.47692 -1.16353  0.49
C -0.42523 -0.76292 -1.01163  -0.44
C -0.75148 -1.61606 0.22969  -0.65
O -1.76327 -1.07903 1.01982  -0.72
N 1.56792 0.53746 -0.21617  -0.80
H 1.36499 -0.75476 -3.34630  0.43
H 2.53548 0.31235 -2.60461  0.42
H 0.94694 0.84851 -3.00117  0.33
H 1.59338 -1.44386 -1.02015  0.19
H -0.69648 -1.06930 -2.06410  0.31
H -0.99920 0.11836 -0.78148  0.26
H 0.14244 -1.67031 0.84644  0.27
H -1.06295 -2.63936 -0.05928  0.33
H 1.08438 0.41601 0.69964  0.35
H 1.19765 1.45928 -0.40781  0.29
H -1.22384 2.14352 2.63702  0.45
H -2.23265 2.15966 3.57013  0.28
O -1.69946 2.86763 3.16722  -0.72
H -1.36589 -0.06074 1.36602  0.44
H -0.22649 -0.01917 2.60510  0.22
O -0.57613 0.72917 2.10758  -1.08

***

#2
This record from OMol25 describes 3 unconnected molecules or ions with the total composition C4H14NO3. The level of theory is ωB97M-V/def2-TZVPD.

As for the HOMO energy: -0.1262 Eh. The orbital gap comes out at 6.99 eV. Its total charge is -1.

Each line ends with the Mulliken charge.
Atoms and positions in Å:
C 1.12527 -1.53323 1.08898  -1.56
C -0.23964 -0.80254 0.88928  0.87
C -0.49792 0.04997 2.12182  -1.59
N -0.12057 0.03923 -0.33874  0.02
C 0.94858 0.12451 -1.38162  -0.40
O 1.48070 1.35859 -1.46768  -0.94
H 1.82852 -0.70732 1.09064  0.41
H 1.26756 -2.16387 1.95644  0.42
H 1.25058 -2.27229 0.26825  0.31
H -1.06509 -1.46834 0.62309  0.01
H -0.57789 -0.53739 3.06364  0.38
H 0.35296 0.71256 2.26815  0.38
H -1.40100 0.61905 1.91898  0.40
H -0.25514 1.00573 -0.08277  -0.10
H 1.72451 -0.63121 -1.24856  0.30
H 0.35286 -0.11304 -2.33531  0.13
H -2.22513 -1.46592 -1.02121  0.32
H -1.95471 -0.43795 -1.86560  0.39
O -2.54854 -1.21878 -1.89426  -0.73
H 0.50765 2.70652 -1.75082  0.43
H -0.04778 3.16146 -0.52576  0.29
O 0.09420 3.57425 -1.37694  -0.73

***

Most stable pick: #1. Distance to second place: 0.0279 hartree.